[1]
Molecular formula: C2H4N2O
Method: DFT, the ωB97M-V functional and the def2-TZVPD basis

Values from the calculation:
molecular weight: 72.1 g mol⁻¹
gap between HOMO and LUMO: 9.893 eV
SMILES: [H]/N=C(/N)C=O

Geometry as ORCA input:
```
! RIJCOSX wB97M-V def2-TZVPD def2/J DEFGRID3
* xyz 0 1
H 0.124 1.862 0.670
N -0.736 1.222 0.607
C -0.353 0.182 -0.054
N -1.078 -0.968 -0.105
C 1.146 0.197 -0.373
O 1.773 -0.855 -0.404
H -0.529 -1.823 -0.122
H -1.871 -0.979 0.527
H 1.524 1.161 -0.747
*
```

Results of the natural (NBO) charge analysis, in e, for atoms 1 through 4:
1. H 0.328
2. N -0.646
3. C 0.314
4. N -0.804



[2]
Molecular formula: C2H4N2O
Method: DFT, the ωB97M-V functional and the def2-TZVPD basis

Values from the calculation:
molecular weight: 72.1 g mol⁻¹
gap between HOMO and LUMO: 9.928 eV
SMILES: N=C=O.C=N

Geometry as ORCA input:
```
! RIJCOSX wB97M-V def2-TZVPD def2/J DEFGRID3
* xyz 0 1
N -0.985 0.709 1.485
C -0.686 0.369 2.608
O -0.433 -0.139 3.613
H -1.480 1.596 1.227
C -0.091 -0.534 -0.969
N 0.437 0.193 -0.131
H 0.048 -1.636 -1.180
H -0.566 -0.119 -1.831
H 1.282 -0.159 0.505
*
```

Results of the natural (NBO) charge analysis, in e, for atoms 1 through 4:
1. N -0.751
2. C 0.843
3. O -0.511
4. H 0.435



[3]
Molecular formula: C2H4N2O
Method: DFT, the ωB97M-V functional and the def2-TZVPD basis

Values from the calculation:
molecular weight: 72.1 g mol⁻¹
gap between HOMO and LUMO: 9.338 eV

Geometry as ORCA input:
```
! RIJCOSX wB97M-V def2-TZVPD def2/J DEFGRID3
* xyz 0 1
C 1.714 -0.417 0.375
C 0.071 0.223 -0.644
N -1.643 -1.028 0.056
N -0.877 -0.027 0.324
O 2.786 -0.480 -0.101
H 1.326 -0.405 1.401
H 0.308 1.159 -1.012
H 0.007 -0.316 -1.694
H -2.028 -1.223 0.993
*
```

Results of the natural (NBO) charge analysis, in e, for atoms 1 through 4:
1. C 0.503
2. C -0.372
3. N -0.335
4. N -0.194



[4]
Molecular formula: C2H4N2O2
Method: DFT, the ωB97M-V functional and the def2-TZVPD basis

Values from the calculation:
molecular weight: 88.1 g mol⁻¹
gap between HOMO and LUMO: 10.736 eV

Geometry as ORCA input:
```
! RIJCOSX wB97M-V def2-TZVPD def2/J DEFGRID3
* xyz 0 1
N -0.846 0.061 -0.782
C -1.190 -1.051 1.888
O -1.214 -2.177 1.732
O 1.319 -0.713 0.905
C 1.351 0.260 0.188
N 0.419 0.639 -0.738
H -1.072 -0.245 -1.721
H -1.540 0.726 -0.456
H 2.186 0.987 0.202
H 0.586 1.513 -1.219
*
```

Results of the natural (NBO) charge analysis, in e, for atoms 1 through 4:
1. N -0.641
2. C 0.503
3. O -0.515
4. O -0.585



[5]
Molecular formula: C2H4N2O2
Method: DFT, the ωB97M-V functional and the def2-TZVPD basis

Values from the calculation:
molecular weight: 88.1 g mol⁻¹
gap between HOMO and LUMO: 10.232 eV
SMILES: NN=C=O.C=O

Geometry as ORCA input:
```
! RIJCOSX wB97M-V def2-TZVPD def2/J DEFGRID3
* xyz 0 1
N -0.044 2.056 0.082
N 0.581 0.821 0.307
C 1.457 0.139 -0.027
O 2.296 -0.643 -0.131
H -0.423 2.258 -0.789
H -0.839 1.894 0.607
C -0.756 -1.612 0.007
O -1.669 -0.833 -0.145
H -0.132 -1.782 0.854
H -0.472 -2.297 -0.766
*
```

Results of the natural (NBO) charge analysis, in e, for atoms 1 through 4:
1. N -0.602
2. N -0.384
3. C 0.801
4. O -0.533



[6]
Molecular formula: C2H4N2O2
Method: DFT, the ωB97M-V functional and the def2-TZVPD basis

Values from the calculation:
molecular weight: 88.1 g mol⁻¹
gap between HOMO and LUMO: 10.535 eV
SMILES: O=[N+]([O-])[C@@H]1CN1

Geometry as ORCA input:
```
! RIJCOSX wB97M-V def2-TZVPD def2/J DEFGRID3
* xyz 0 1
O -0.437 -2.091 2.029
N -0.902 -1.180 1.370
O -1.870 -0.479 1.616
C -0.191 -0.914 0.166
C 0.368 0.372 0.116
N -0.787 0.051 -0.705
H 0.531 -1.767 -0.333
H 0.259 0.986 1.004
H 1.301 0.447 -0.287
H -1.676 0.315 -0.166
*
```

Results of the natural (NBO) charge analysis, in e, for atoms 1 through 4:
1. O -0.353
2. N 0.518
3. O -0.391
4. C -0.017



[7]
Molecular formula: C2H4N2O2
Method: DFT, the ωB97M-V functional and the def2-TZVPD basis

Values from the calculation:
molecular weight: 88.1 g mol⁻¹
gap between HOMO and LUMO: 9.791 eV
SMILES: [H]/N=C\CON=O

Geometry as ORCA input:
```
! RIJCOSX wB97M-V def2-TZVPD def2/J DEFGRID3
* xyz 0 1
H -0.112 -1.480 0.598
N 0.659 -1.596 -0.126
C 0.987 -0.486 -0.534
C 0.415 0.850 -0.052
O -0.980 0.797 -0.121
N -1.553 -0.140 0.664
O -2.711 -0.289 0.364
H 1.793 -0.301 -1.292
H 0.942 1.743 -0.600
H 0.559 0.903 1.099
*
```

Results of the natural (NBO) charge analysis, in e, for atoms 1 through 4:
1. H 0.344
2. N -0.559
3. C 0.100
4. C -0.178



[8]
Molecular formula: C2H4N2O2
Method: DFT, the ωB97M-V functional and the def2-TZVPD basis

Values from the calculation:
molecular weight: 88.1 g mol⁻¹
gap between HOMO and LUMO: 9.768 eV
SMILES: O/N=C\C=N\O

Geometry as ORCA input:
```
! RIJCOSX wB97M-V def2-TZVPD def2/J DEFGRID3
* xyz 0 1
O 1.621 -0.487 0.978
N 0.535 -0.499 1.681
C -0.473 -0.088 0.991
C -0.701 0.132 -0.341
N 0.329 0.280 -0.986
O 0.158 0.471 -2.408
H 2.360 -0.353 1.621
H -1.240 0.179 1.843
H -1.711 -0.004 -0.727
H -0.878 0.370 -2.650
*
```

Results of the natural (NBO) charge analysis, in e, for atoms 1 through 4:
1. O -0.517
2. N -0.076
3. C -0.060
4. C -0.082